# 1
2 unconnected molecules or ions with the total composition C4H12 in a non-equilibrium geometry. Source: the Open Molecules 2025 dataset; level of theory: ωB97M-V/def2-TZVPD.

## Properties
**LUMO energy (alpha / beta)**: -3.50 / -12.11 eV
**HOMO (alpha / beta)**: -14.5 / -14.5 eV
**Frontier orbital gap (alpha / beta)**: 11.0 / 2.4 eV

ORCA input file:
```
! wB97M-V def2-TZVPD RIJCOSX def2/J DEFGRID3
* xyz 1 2
C 2.2287 1.1693 0.4266
C 1.5450 0.5133 1.5912
H 2.5163 2.2368 0.5576
H 3.2184 0.7360 0.4345
H 1.8623 1.1293 -0.5884
H 2.0435 0.7515 2.5536
H 1.3646 -0.5550 1.4862
H 0.5488 0.9439 1.8535
C -1.3350 -1.1647 -0.6916
C -2.6347 -0.5764 -1.2762
H -1.0672 -1.9165 -1.4116
H -0.3429 -0.6740 -0.8889
H -1.2621 -1.5866 0.2295
H -3.3283 -1.3088 -1.4702
H -2.2690 0.0886 -2.0793
H -3.0884 0.2133 -0.7265
*
```

---

# 2
A single C17H18N4O4S molecule in a non-equilibrium geometry. Source: the Open Molecules 2025 dataset; level of theory: ωB97M-V/def2-TZVPD.

## Properties
**LUMO energy**: 0.09 eV
**HOMO**: -8.1 eV
**Frontier orbital gap**: 8.2 eV

ORCA input file:
```
! wB97M-V def2-TZVPD RIJCOSX def2/J DEFGRID3
* xyz 0 1
C 1.0381 8.0918 0.1614
O 0.1698 6.9845 0.2448
C 0.6902 5.7590 0.4719
C -0.2330 4.7090 0.5456
C 0.1822 3.4188 0.7711
C 1.5413 3.1304 0.9328
C 2.0727 1.7811 1.1749
O 3.2390 1.5730 1.4283
C 1.1004 0.6145 1.0989
S 0.4202 0.4612 -0.5896
C -0.1158 -1.1845 -0.4986
N -0.0225 -1.9516 0.5778
C -0.5519 -3.1335 0.1935
C -0.9744 -3.0829 -1.1260
C -1.5746 -4.1972 -1.7872
O -1.9727 -4.2389 -2.9376
N -1.6635 -5.2982 -0.9292
C -2.2527 -6.5155 -1.4631
C -1.2536 -5.3820 0.3936
O -1.3932 -6.4038 1.0294
N -0.6836 -4.2535 0.9491
C -0.2277 -4.2676 2.3215
N -0.6805 -1.8046 -1.5563
C -0.9249 -1.2583 -2.8608
C 2.4551 4.1844 0.8641
C 2.0471 5.4806 0.6354
H 0.3980 8.9533 -0.0211
H 1.5880 8.2408 1.0954
H 1.7452 7.9844 -0.6666
H -1.2782 4.9439 0.4212
H -0.5604 2.6391 0.8238
H 1.6223 -0.3164 1.3158
H 0.2669 0.7392 1.7897
H -3.1437 -6.7767 -0.8930
H -2.5084 -6.3267 -2.5030
H -1.5385 -7.3346 -1.3874
H -0.7425 -3.4911 2.8868
H 0.8452 -4.0780 2.3557
H -0.4508 -5.2491 2.7347
H -1.5962 -0.4005 -2.7901
H -1.3801 -2.0361 -3.4717
H 0.0131 -0.9304 -3.3125
H 3.5031 3.9578 0.9914
H 2.7855 6.2649 0.5850
*
```

---

# 3
A molecular structure, C18H28MoO5. Source: the Open Molecules 2025 dataset; level of theory: ωB97M-V/def2-TZVPD.

## Properties
**LUMO energy**: -14.71 eV
**HOMO**: -21.2 eV
**Frontier orbital gap**: 6.5 eV

ORCA input file:
```
! wB97M-V def2-TZVPD RIJCOSX def2/J DEFGRID3
* xyz 4 1
Mo 1.0374 0.5917 0.6044
C -0.5914 1.3796 2.9659
C -0.3744 2.6828 2.2423
O -0.1414 2.2810 0.8326
C 0.1226 3.3734 -0.1272
C 1.6181 3.5492 -0.1969
O 2.1687 2.1845 -0.0386
C 3.6389 2.1723 0.1903
C 3.9582 0.7668 0.6508
O 2.8187 0.3273 1.4818
C 2.8721 0.5267 2.9517
C 1.5622 -0.0277 3.4438
O 0.5090 0.4816 2.5056
H -1.5111 0.8828 2.6585
H -0.5579 1.4625 4.0509
H 0.5081 3.2259 2.5883
H -1.2522 3.3293 2.2780
H -0.4032 4.2724 0.1945
H -0.3015 3.0297 -1.0683
H 2.0334 4.1570 0.6081
H 1.9356 3.9464 -1.1619
H 3.8431 2.9366 0.9412
H 4.1416 2.4208 -0.7448
H 4.8783 0.7015 1.2325
H 3.9955 0.0464 -0.1661
H 3.0008 1.5941 3.1413
H 3.7209 -0.0359 3.3439
H 1.3131 0.2764 4.4594
H 1.5127 -1.1125 3.3563
C -5.0413 -2.4451 -2.6377
C -3.6176 -2.3482 -2.2786
C -2.8353 -3.5040 -2.1552
C -1.5126 -3.4561 -1.7893
C -0.7280 -4.7185 -1.7623
C -0.9505 -2.1300 -1.4330
C 0.1640 -2.1440 -0.6821
O 0.6976 -1.0358 -0.0367
C -1.7098 -0.9191 -1.7525
C -1.0291 0.4036 -1.9165
C -3.0036 -1.0543 -2.1161
H -5.5698 -2.9676 -1.8274
H -5.1645 -3.0919 -3.5141
H -5.5129 -1.4830 -2.8129
H -3.2882 -4.4642 -2.3730
H -1.3179 -5.5208 -1.3178
H 0.2359 -4.6754 -1.2659
H -0.5372 -5.0038 -2.8044
H 0.7563 -3.0074 -0.4124
H -0.4287 0.8031 -1.0611
H -1.7471 1.1877 -2.1537
H -0.3120 0.3424 -2.7420
H -3.6037 -0.1904 -2.3735
*
```

---

# 4
A single C5H7F molecule in a non-equilibrium geometry. Source: the Open Molecules 2025 dataset; level of theory: ωB97M-V/def2-TZVPD.

## Properties
**LUMO energy**: 1.11 eV
**HOMO**: -9.3 eV
**Frontier orbital gap**: 10.4 eV

ORCA input file:
```
! wB97M-V def2-TZVPD RIJCOSX def2/J DEFGRID3
* xyz 0 1
C 1.2048 1.3990 0.2712
C 0.2414 0.9325 -0.4940
C -0.0829 -0.5728 -0.6185
C -1.0249 -0.9438 0.5066
C 0.2672 -1.5527 -1.4819
F -0.2082 -2.8039 -1.3432
H 1.8677 0.7393 0.8044
H 1.3650 2.4574 0.4001
H -0.4381 1.5736 -1.0337
H -1.6320 -1.8056 0.2410
H -1.6744 -0.1050 0.7485
H -0.4505 -1.1870 1.3998
H 0.9226 -1.4621 -2.3364
*
```

---

Sequential energy above the lowest of the compared OMol25 structures with the same formula, charge and spin output: 37.7, 39.3, 0.0, 21.7 kcal/mol